# 1
{
  "formula": "C45H47BaN3OP2Te",
  "method": "ωB97M-V/def2-TZVPD",
  "de_lowest_ev": 0.0000,
  "total_charge": 1,
  "homo_lumo_gap_ev": [6.60, 6.93],
  "spin_multiplicity": 2,
  "homo_ev": [-9.28, -9.80],
  "species": ["Ba", "Te", "P", "P", "O", "N", "N", "N", "C", "C", "C", "C", "C", "C", "C", "C", "C", "C", "C", "C", "C", "C", "C", "C", "C", "C", "C", "C", "C", "C", "C", "C", "C", "C", "C", "C", "C", "C", "C", "C", "C", "C", "C", "C", "C", "C", "C", "C", "C", "C", "C", "C", "C", "H", "H", "H", "H", "H", "H", "H", "H", "H", "H", "H", "H", "H", "H", "H", "H", "H", "H", "H", "H", "H", "H", "H", "H", "H", "H", "H", "H", "H", "H", "H", "H", "H", "H", "H", "H", "H", "H", "H", "H", "H", "H", "H", "H", "H", "H", "H"],
  "xyz": [[1.078, -1.941, 0.444], [0.852, 2.470, -0.327], [1.728, -1.500, -2.954], [1.440, -4.533, -1.838], [2.148, -0.957, 2.462], [1.778, 0.555, 0.860], [-1.700, -2.360, 0.945], [0.113, -3.754, 2.476], [-2.587, -1.748, 0.189], [0.313, 4.988, -2.008], [2.155, 1.322, 3.176], [2.283, -2.922, -3.974], [-2.123, -2.942, 2.090], [-0.813, 6.547, -0.005], [2.708, 3.542, 3.925], [-2.384, 1.159, 2.300], [2.638, 2.599, 2.910], [-0.333, -4.599, -2.325], [0.481, -0.693, -4.026], [3.124, -0.328, -3.115], [0.674, -4.943, 4.480], [2.209, -4.236, -3.475], [2.282, 3.218, 5.206], [-0.534, 4.779, 1.723], [-2.953, -4.089, 4.538], [-0.619, -4.853, 4.925], [2.695, -5.284, -4.253], [-0.383, 5.261, 0.305], [-1.581, -4.197, 4.134], [0.163, 4.470, -0.715], [-3.532, 1.301, 1.535], [-3.430, 1.688, 0.209], [1.807, 1.942, 5.477], [-2.161, 2.383, -1.829], [-4.385, -2.236, 1.663], [1.756, -6.302, -1.499], [2.809, -2.707, -5.246], [-1.150, 1.445, 1.736], [-2.197, 1.961, -0.386], [-0.128, 6.282, -2.271], [-3.951, -1.670, 0.496], [-3.461, -2.882, 2.506], [-1.046, 1.855, 0.408], [0.926, 4.198, -3.137], [-0.701, 7.074, -1.285], [3.282, -3.760, -6.013], [1.756, 0.992, 4.469], [3.233, -5.050, -5.510], [2.037, 0.284, 2.105], [-1.168, 8.473, -1.580], [-1.161, -3.646, 2.914], [-3.855, -3.470, 3.753], [0.985, -4.381, 3.235], [-4.623, -1.154, -0.174], [-0.943, -4.895, -1.470], [-1.239, 7.159, 0.784], [-0.913, -5.277, 5.877], [-0.019, 6.681, -3.273], [-0.664, -3.614, -2.659], [1.484, 1.686, 6.478], [0.293, 4.136, 2.029], [1.352, -6.961, -2.268], [-1.455, 4.204, 1.848], [-3.108, 2.157, -2.319], [1.276, -6.547, -0.551], [2.861, -1.702, -5.646], [-1.977, 3.455, -1.922], [-4.506, 1.111, 1.968], [1.444, -5.432, 5.059], [2.330, 3.958, 5.995], [-2.217, -1.270, -0.714], [2.002, -4.443, 2.861], [-1.073, 8.708, -2.639], [2.825, -6.483, -1.391], [-0.484, -5.310, -3.139], [0.925, 4.786, -4.053], [2.857, 0.593, -2.593], [-4.894, -3.399, 4.049], [-0.585, 9.204, -1.019], [-3.248, -4.527, 5.483], [-0.577, 5.626, 2.407], [3.692, -3.573, -6.996], [-1.360, 1.875, -2.370], [-4.329, 1.794, -0.390], [-2.445, 0.865, 3.341], [0.875, -0.478, -5.021], [2.969, 2.849, 1.912], [1.959, 3.918, -2.922], [3.611, -5.877, -6.097], [0.378, 3.272, -3.326], [0.179, 0.246, -3.558], [-0.265, 1.397, 2.355], [3.350, -0.096, -4.155], [-0.397, -1.331, -4.129], [-5.427, -2.188, 1.955], [2.662, -6.299, -3.882], [-2.213, 8.604, -1.295], [1.411, -0.014, 4.667], [3.096, 4.531, 3.718], [4.014, -0.744, -2.642]],
  "lowdin_spin": [0.023, 0.193, 0.000, 0.001, 0.044, 0.541, 0.000, 0.001, 0.000, 0.016, 0.012, 0.000, 0.000, 0.000, 0.000, 0.000, -0.001, 0.000, 0.000, 0.000, 0.000, 0.000, -0.002, 0.006, 0.000, 0.000, 0.000, 0.009, 0.000, 0.077, 0.002, 0.000, 0.001, 0.005, 0.000, 0.000, 0.000, 0.000, 0.002, 0.003, 0.000, 0.000, 0.001, 0.002, 0.006, 0.000, 0.002, 0.000, 0.043, 0.001, 0.000, 0.000, 0.000, 0.000, 0.000, 0.000, 0.000, 0.001, 0.000, 0.000, 0.004, 0.000, 0.000, 0.000, 0.000, 0.000, 0.001, 0.000, 0.000, 0.000, 0.000, 0.000, 0.000, 0.000, 0.000, 0.000, 0.000, 0.000, 0.000, 0.000, 0.000, 0.000, 0.002, 0.000, 0.000, 0.000, 0.003, 0.000, 0.000, 0.001, 0.000, -0.001, 0.000, 0.000, 0.000, 0.000, 0.000, 0.001, 0.000, 0.000]
}

# 2
{
  "formula": "C45H48CsN5O2P2S2",
  "method": "ωB97M-V/def2-TZVPD",
  "de_lowest_ev": 1.8410,
  "total_charge": -2,
  "homo_lumo_gap_ev": 5.24,
  "homo_ev": -2.21,
  "species": ["Cs", "S", "S", "P", "P", "O", "O", "N", "N", "N", "N", "N", "C", "C", "C", "C", "C", "C", "C", "C", "C", "C", "C", "C", "C", "C", "C", "C", "C", "C", "C", "C", "C", "C", "C", "C", "C", "C", "C", "C", "C", "C", "C", "C", "C", "C", "C", "C", "C", "C", "C", "C", "C", "C", "C", "C", "C", "H", "H", "H", "H", "H", "H", "H", "H", "H", "H", "H", "H", "H", "H", "H", "H", "H", "H", "H", "H", "H", "H", "H", "H", "H", "H", "H", "H", "H", "H", "H", "H", "H", "H", "H", "H", "H", "H", "H", "H", "H", "H", "H", "H", "H", "H", "H", "H"],
  "xyz": [[-0.251, -0.044, 0.169], [-2.845, 1.698, 7.708], [-1.841, 0.654, 4.623], [-1.288, 2.995, -1.522], [-2.720, 1.995, 5.760], [1.514, 1.449, 0.878], [-1.397, -3.003, 0.025], [-3.093, -0.690, 0.197], [3.344, 0.457, -1.464], [2.144, -2.309, -1.903], [-3.165, -0.964, -2.161], [-2.063, -0.327, -2.267], [3.273, -1.970, -1.089], [-6.120, 2.098, 3.439], [2.933, 2.217, 2.598], [-3.662, -1.188, -0.907], [-1.228, -3.818, -3.991], [-0.290, 0.152, -3.792], [-1.166, 5.038, -3.629], [-0.117, -3.083, -1.972], [3.138, -0.567, -0.483], [-3.933, 2.583, -0.723], [-1.930, 3.640, 5.478], [0.123, 0.564, -5.041], [-2.144, 0.540, -5.833], [-3.112, 3.127, -1.884], [-1.801, 5.795, 4.432], [3.724, 2.105, 0.310], [-0.118, 5.131, 6.007], [-0.754, 3.914, 6.165], [-2.343, -4.186, -3.236], [-1.076, 4.499, -0.440], [-4.815, -1.987, -0.862], [-0.914, 4.120, 1.025], [-1.308, -3.319, -1.186], [-0.797, 0.779, -6.059], [-2.570, 0.119, -4.593], [-0.651, 6.081, 5.150], [1.086, -2.689, -1.303], [3.619, 1.630, -1.064], [-0.136, -3.277, -3.350], [-3.611, -1.020, 1.361], [-2.394, -3.934, -1.892], [2.650, 1.881, 1.240], [-6.591, 3.273, 5.480], [-4.828, 1.858, 3.873], [-0.622, 3.706, -3.118], [4.885, 2.751, 0.715], [-5.303, 3.032, 5.914], [-7.002, 2.802, 4.244], [-4.714, -1.853, 1.507], [-1.653, -0.056, -3.545], [-4.416, 2.329, 5.110], [5.096, 3.101, 2.034], [4.112, 2.800, 2.975], [-5.337, -2.335, 0.363], [-2.441, 4.580, 4.593], [0.458, 3.791, -2.956], [6.019, 3.583, 2.332], [4.166, -2.008, -1.719], [-2.859, 0.677, -6.634], [-4.129, 1.313, 3.253], [1.059, -2.792, -0.202], [-1.032, 5.837, -2.902], [-3.278, -4.181, -1.320], [-0.749, 5.006, 1.639], [4.290, 3.028, 4.022], [-3.381, 4.169, -2.090], [-0.470, 1.135, -7.026], [-0.358, 3.163, 6.836], [-1.787, 3.595, 1.407], [3.848, -0.456, 0.355], [-0.776, 2.935, -3.878], [-7.275, 3.829, 6.108], [-0.058, 3.458, 1.128], [-4.961, 3.378, 6.880], [-1.218, -3.975, -5.062], [-3.181, -4.671, -3.727], [-0.165, 5.003, -0.771], [-3.303, 2.537, -2.784], [3.862, 2.343, -1.855], [-5.001, 2.685, -0.914], [-3.117, -0.610, 2.233], [-3.612, -0.071, -4.386], [-3.708, 1.531, -0.569], [0.752, -3.009, -3.906], [-6.437, 1.738, 2.470], [-6.206, -2.980, 0.428], [-2.225, 4.970, -3.868], [-0.637, 5.320, -4.540], [1.176, 0.725, -5.228], [3.389, -2.684, -0.252], [-5.074, -2.114, 2.489], [-3.344, 4.363, 4.035], [-2.203, 6.526, 3.740], [-1.913, 5.192, -0.580], [-8.016, 2.975, 3.912], [5.662, 2.935, -0.022], [0.796, 5.346, 6.547], [2.135, -0.477, -0.055], [-0.166, 7.044, 5.038], [0.431, -0.044, -3.014], [-3.699, 3.118, 0.197], [2.161, 1.999, 3.325], [-5.229, -2.342, -1.791]],
  "lowdin_charge": [1.223, 0.078, 0.140, 0.958, -0.103, -0.505, -0.134, 0.005, 0.059, 0.029, 0.120, 0.043, -0.246, -0.096, -0.022, -0.374, -0.144, -0.025, -0.161, -0.192, -0.268, -0.153, -0.369, -0.082, -0.098, -0.425, -0.114, -0.176, -0.097, -0.117, -0.131, -0.416, -0.020, -0.153, -0.470, -0.100, -0.027, -0.114, -0.221, -0.151, -0.077, -0.140, -0.064, -0.432, -0.104, -0.113, -0.416, -0.087, -0.125, -0.116, -0.033, -0.292, -0.395, -0.152, -0.129, -0.067, -0.092, 0.073, 0.074, 0.096, 0.095, 0.048, 0.117, 0.055, 0.092, 0.063, 0.090, 0.063, 0.093, 0.086, 0.057, 0.131, 0.045, 0.091, 0.050, 0.071, 0.075, 0.086, 0.073, 0.064, 0.103, 0.068, 0.064, 0.102, 0.032, 0.100, 0.095, 0.102, 0.054, 0.061, 0.109, 0.108, 0.106, 0.100, 0.095, 0.073, 0.087, 0.099, 0.094, -0.021, 0.090, 0.098, 0.058, 0.109, 0.109]
}

# 3
{
  "formula": "C45H48N5O4PPbS4SbTe",
  "method": "ωB97M-V/def2-TZVPD",
  "de_lowest_ev": 0.9608,
  "total_charge": -1,
  "homo_lumo_gap_ev": 6.63,
  "homo_ev": -4.66,
  "species": ["Pb", "Te", "Sb", "S", "S", "S", "S", "P", "O", "O", "O", "O", "N", "N", "N", "N", "N", "C", "C", "C", "C", "C", "C", "C", "C", "C", "C", "C", "C", "C", "C", "C", "C", "C", "C", "C", "C", "C", "C", "C", "C", "C", "C", "C", "C", "C", "C", "C", "C", "C", "C", "C", "C", "C", "C", "C", "C", "C", "C", "C", "C", "C", "H", "H", "H", "H", "H", "H", "H", "H", "H", "H", "H", "H", "H", "H", "H", "H", "H", "H", "H", "H", "H", "H", "H", "H", "H", "H", "H", "H", "H", "H", "H", "H", "H", "H", "H", "H", "H", "H", "H", "H", "H", "H", "H", "H", "H", "H", "H", "H"],
  "xyz": [[-0.446, -1.137, -0.620], [-3.355, -3.262, 0.734], [-0.224, -3.164, -3.821], [-2.591, -4.757, -1.004], [-0.573, -4.277, -1.506], [-2.326, -2.574, -4.328], [0.998, -1.110, -2.915], [1.711, -2.428, 0.868], [2.369, 1.027, 2.229], [-3.589, 0.879, 1.928], [0.946, 0.163, 0.783], [-7.267, -1.171, -5.243], [5.593, 0.616, -0.968], [-0.526, 3.584, -1.183], [-4.813, -1.677, -1.343], [-0.787, 1.370, -1.214], [-5.742, -2.903, -5.327], [-2.334, 4.920, 1.643], [-1.974, -5.833, 4.651], [2.822, -3.851, 0.678], [4.658, 1.698, -1.127], [-2.847, 3.619, 1.699], [3.734, -1.354, 2.414], [5.483, 2.613, 1.043], [0.782, -2.793, 2.363], [-1.998, 2.594, 2.082], [-6.268, -1.774, -4.814], [-2.617, -4.609, 4.812], [3.274, 4.543, 0.788], [-1.507, 1.890, -2.295], [3.574, 3.606, -0.301], [2.935, -1.087, 1.139], [6.048, -1.996, 1.623], [6.104, -1.289, 0.469], [3.731, -0.986, -0.169], [-2.239, 1.279, -3.292], [-4.988, 0.558, -2.157], [-5.417, 0.149, -3.429], [3.876, 1.741, -2.288], [-0.252, 4.252, 2.454], [-1.136, 5.253, 2.058], [-5.568, -1.233, -3.602], [-1.675, 4.046, -3.413], [-2.415, 3.414, -4.372], [-2.654, 2.057, -4.325], [-1.569, 0.045, 2.675], [-2.046, -5.630, 2.273], [-1.312, 3.330, -2.310], [-0.673, 2.903, 2.451], [5.101, -0.240, 0.135], [-2.982, -3.861, 3.687], [-0.231, 2.362, -0.614], [-4.689, -0.356, -1.188], [4.986, -1.766, 2.630], [2.083, 0.175, 1.374], [-2.699, -4.404, 2.415], [-2.484, 1.175, 2.236], [4.521, 2.625, -0.114], [2.772, 3.652, -1.441], [-5.250, -2.057, -2.503], [-1.753, -6.319, 3.408], [2.950, 2.725, -2.458], [-1.678, -6.458, 5.480], [4.078, 5.192, 1.070], [1.229, -2.723, 3.369], [3.488, -3.723, -0.152], [-2.326, 0.228, -3.385], [-3.102, 1.698, -5.263], [-4.804, 1.602, -1.896], [3.046, 3.984, 1.696], [-0.569, 0.254, 2.471], [5.073, 2.040, 1.934], [6.831, -2.719, 1.885], [3.566, -4.025, 1.432], [-5.416, -3.092, -2.638], [2.354, 5.131, 0.591], [-3.465, -2.884, 3.856], [-1.576, 5.169, -3.426], [-1.325, -7.290, 3.290], [-4.375, -0.099, -0.188], [-4.792, -3.146, -4.979], [-5.656, 0.781, -4.326], [-0.406, 4.485, -0.758], [5.618, 3.630, 1.440], [-1.634, -0.197, 3.741], [4.009, -1.982, -0.595], [0.468, 2.264, 0.183], [-2.928, 5.720, 1.229], [0.225, -3.713, 2.352], [-1.834, -0.855, 2.078], [-1.906, -6.035, 1.284], [-6.082, -3.359, -6.208], [-2.779, 3.957, -5.237], [2.270, -4.783, 0.618], [4.093, 1.039, -3.130], [0.027, 2.184, 2.781], [4.970, 0.399, 1.009], [0.809, 4.513, 2.653], [6.470, 2.235, 0.742], [-0.813, 6.213, 2.212], [-2.670, -4.094, 5.771], [2.298, 2.763, -3.347], [3.089, -1.194, 3.282], [5.498, -0.052, -1.762], [6.845, -1.349, -0.285], [3.105, -0.468, -0.949], [1.976, 4.342, -1.499], [0.047, -2.058, 2.536], [5.279, -1.971, 3.646], [-3.861, 3.480, 1.329]],
  "lowdin_charge": [0.826, 0.955, 0.251, -0.152, -0.286, -0.259, -0.302, 0.878, 0.030, 0.085, -0.311, 0.013, 0.050, 0.141, -0.010, 0.014, 0.160, -0.116, -0.114, -0.243, -0.231, 0.003, -0.077, -0.032, -0.241, -0.141, -0.513, -0.098, -0.059, -0.188, -0.244, -0.464, -0.081, -0.049, -0.098, -0.046, -0.070, 0.005, -0.048, -0.045, -0.127, -0.148, -0.055, -0.115, -0.102, -0.025, -0.164, -0.175, -0.016, -0.323, -0.161, -0.170, -0.153, -0.094, -0.627, -0.586, -0.388, -0.188, -0.062, -0.154, -0.129, -0.082, 0.097, 0.070, 0.064, 0.026, 0.055, 0.119, 0.112, 0.078, 0.013, 0.104, 0.096, 0.036, 0.102, 0.081, 0.099, 0.124, 0.099, 0.084, 0.021, 0.138, 0.138, 0.072, 0.105, 0.105, 0.107, 0.108, 0.037, 0.018, 0.051, 0.138, 0.101, 0.042, 0.127, 0.086, 0.104, 0.108, 0.090, 0.082, 0.099, 0.119, 0.111, 0.127, 0.094, 0.083, 0.075, -0.009, 0.091, 0.123]
}